# 1
Computed, not measured: an isolated molecule of C6H10O2, with ωB97M-V/def2-TZVPD.

Output
Kohn-Sham gap in eV: 7.841
E_HOMO in hartree: -0.27447
Energy above the lowest of the compared OMol25 structures with the same formula, charge and spin in kJ/mol: 305.3

Geometry as ORCA input:
```
! wB97M-V def2-TZVPD RIJCOSX def2/J DEFGRID3
* xyz 0 1
C 1.973 0.289 0.786
C 1.650 -0.278 -0.402
O 2.461 0.006 -1.489
C 0.254 0.380 -0.459
O 0.135 1.388 -1.399
C -0.855 -0.117 0.126
C -2.223 0.353 -0.260
C -0.783 -1.195 1.160
H 2.963 0.703 0.928
H 1.437 0.146 1.707
H 2.012 -0.322 -2.276
H 1.021 1.668 -1.671
H -2.770 0.697 0.625
H -2.797 -0.474 -0.694
H -2.174 1.168 -0.983
H -1.633 -1.871 1.055
H -0.814 -0.777 2.172
H 0.143 -1.763 1.075
*
```

# 2
Computed, not measured: an isolated molecule of C6H10O2, with ωB97M-V/def2-TZVPD.

Output
Kohn-Sham gap in eV: 9.937
E_HOMO in hartree: -0.33714
Energy above the lowest of the compared OMol25 structures with the same formula, charge and spin in kJ/mol: 112.2

Geometry as ORCA input:
```
! wB97M-V def2-TZVPD RIJCOSX def2/J DEFGRID3
* xyz 0 1
C -1.094 0.094 2.568
C -0.349 -0.458 1.601
C -0.964 -1.049 0.325
C 0.095 -1.231 -0.797
C 0.571 0.056 -1.605
C 0.983 1.277 -0.872
O 0.482 1.806 0.087
O 1.903 1.982 -1.612
H -0.699 0.412 3.511
H -2.084 0.295 2.554
H 0.703 -0.444 1.692
H -1.669 -0.339 -0.125
H -1.464 -1.976 0.507
H -0.357 -1.992 -1.421
H 1.129 -1.551 -0.513
H -0.324 0.396 -2.157
H 1.200 -0.168 -2.475
H 1.939 2.890 -1.267
*
```

# 3
Computed, not measured: an isolated molecule of C6H10O2, with ωB97M-V/def2-TZVPD.

Output
Kohn-Sham gap in eV: 9.308
E_HOMO in hartree: -0.30676
Energy above the lowest of the compared OMol25 structures with the same formula, charge and spin in kJ/mol: 258.4

Geometry as ORCA input:
```
! wB97M-V def2-TZVPD RIJCOSX def2/J DEFGRID3
* xyz 0 1
C 2.127 -1.517 -0.083
O 2.007 -0.121 -0.050
C 0.779 0.454 -0.212
C 1.006 1.890 -0.053
C -0.351 -0.274 -0.267
C -1.659 0.321 -0.006
C -2.807 -0.510 0.533
O -2.699 -0.214 -0.879
H 1.823 -1.837 -1.103
H 3.198 -1.662 0.045
H 1.628 -1.960 0.737
H 0.965 2.131 1.003
H 2.036 2.099 -0.380
H 0.302 2.570 -0.558
H -0.311 -1.294 -0.610
H -1.723 1.457 0.076
H -3.634 0.005 1.035
H -2.688 -1.537 0.772
*
```

# 4
Computed, not measured: an isolated molecule of C6H10O2, with ωB97M-V/def2-TZVPD.

Output
Kohn-Sham gap in eV: 9.374
E_HOMO in hartree: -0.31608
Energy above the lowest of the compared OMol25 structures with the same formula, charge and spin in kJ/mol: 317.4

Geometry as ORCA input:
```
! wB97M-V def2-TZVPD RIJCOSX def2/J DEFGRID3
* xyz 0 1
C -2.312 -0.300 0.683
C -0.969 0.162 0.019
C -0.119 -1.080 -0.297
C 1.105 -0.564 -0.963
C 1.600 0.643 -0.167
O 2.382 0.283 0.932
C -0.106 1.273 0.380
O -0.946 1.322 -0.783
H -1.997 -0.877 1.550
H -2.854 -0.873 -0.024
H -3.041 0.519 0.797
H -0.651 -1.749 -1.074
H 0.066 -1.895 0.503
H 1.931 -1.365 -0.962
H 0.847 -0.176 -2.074
H 2.118 1.537 -0.648
H 3.057 1.021 1.081
H -0.110 2.119 1.047
*
```

# 5
Computed, not measured: a structure of composition C6H10O2, with ωB97M-V/def2-TZVPD.

Output
Kohn-Sham gap (spin up / spin down) in eV: 7.836 / 7.839
E_HOMO (spin up / spin down) in hartree: -0.29680 / -0.29688
Energy above the lowest of the compared OMol25 structures with the same formula, charge and spin in kJ/mol: 529.7

Geometry as ORCA input:
```
! wB97M-V def2-TZVPD RIJCOSX def2/J DEFGRID3
* xyz 0 1
C 2.377 -0.636 0.060
C 1.118 0.029 -0.404
C 0.028 -0.929 -0.855
C 0.939 1.351 -0.423
O 0.320 -1.919 -1.566
H -0.466 -1.315 0.388
H 2.805 -1.203 -0.770
H 3.104 0.084 0.436
H 2.159 -1.361 0.849
H 1.693 2.035 -0.054
H 0.093 1.805 -0.925
C -2.179 0.156 1.095
C -2.355 0.976 0.012
O -2.642 1.740 -0.797
H -0.887 -0.329 -1.189
H -3.042 -0.486 1.267
H -1.860 0.710 1.976
H -1.205 -0.707 0.900
*
```

# 6
Computed, not measured: an isolated molecule of C6H10O2, with ωB97M-V/def2-TZVPD.

Output
Kohn-Sham gap in eV: 10.099
E_HOMO in hartree: -0.34436
Energy above the lowest of the compared OMol25 structures with the same formula, charge and spin in kJ/mol: 378.4

Geometry as ORCA input:
```
! wB97M-V def2-TZVPD RIJCOSX def2/J DEFGRID3
* xyz 0 1
C -3.160 0.330 -1.081
O -2.287 1.335 -1.042
C -1.135 0.871 -0.654
C -0.162 0.214 -0.355
C 1.148 -0.287 0.179
C 2.037 1.001 0.153
C 1.031 -1.002 1.618
O 1.792 -1.248 -0.566
H -2.873 -0.436 -0.302
H -3.260 -0.216 -2.086
H -4.181 0.720 -0.784
H 3.122 0.890 0.472
H 2.094 1.165 -0.879
H 1.539 1.845 0.685
H 2.057 -1.566 1.755
H 0.793 -0.245 2.408
H 0.235 -1.709 1.635
H 1.208 -1.662 -1.156
*
```

# 7
Computed, not measured: an isolated molecule of C6H10O2, with ωB97M-V/def2-TZVPD.

Output
Kohn-Sham gap in eV: 8.862
E_HOMO in hartree: -0.29888
Energy above the lowest of the compared OMol25 structures with the same formula, charge and spin in kJ/mol: 211.8

Geometry as ORCA input:
```
! wB97M-V def2-TZVPD RIJCOSX def2/J DEFGRID3
* xyz 0 1
C 2.131 -0.680 0.569
C 0.803 -0.087 0.191
C 0.441 1.174 -0.170
O 1.143 2.183 -0.645
C -1.021 1.058 0.034
O -1.509 1.591 1.260
C -0.550 -0.678 0.232
C -1.056 -1.449 -0.973
H 2.184 -0.765 1.661
H 2.960 -0.033 0.277
H 2.270 -1.682 0.156
H 0.625 2.997 -0.540
H -1.670 1.338 -0.805
H -2.366 1.171 1.418
H -0.828 -1.169 1.172
H -0.842 -0.920 -1.905
H -2.136 -1.611 -0.913
H -0.582 -2.437 -1.020
*
```

# 8
Computed, not measured: a structure of composition C6H10O2, with ωB97M-V/def2-TZVPD.

Output
Kohn-Sham gap in eV: 9.321
E_HOMO in hartree: -0.31180
Energy above the lowest of the compared OMol25 structures with the same formula, charge and spin in kJ/mol: 455.9

Geometry as ORCA input:
```
! wB97M-V def2-TZVPD RIJCOSX def2/J DEFGRID3
* xyz 0 1
C 0.158 -0.915 0.068
C 0.379 1.960 -1.284
C 0.745 1.486 0.071
C -1.374 -1.922 0.655
C 1.647 1.964 0.904
C -2.235 -2.359 -0.236
O -0.367 0.174 0.548
O 1.303 -1.410 0.607
H 1.284 -1.247 1.563
H 0.188 -1.069 -1.015
H -1.381 -2.138 1.716
H 0.926 2.876 -1.529
H 0.579 1.190 -2.031
H -0.689 2.185 -1.320
H 2.072 2.953 0.758
H 1.921 1.451 1.814
H -2.962 -3.136 -0.018
H -2.192 -2.046 -1.273
*
```

# 9
Computed, not measured: an isolated molecule of C6H10O2S, with ωB97M-V/def2-TZVPD.

Output
Kohn-Sham gap in eV: 10.817
E_HOMO in hartree: -0.37242
Energy above the lowest of the compared OMol25 structures with the same formula, charge and spin in kJ/mol: 117.1

Geometry as ORCA input:
```
! wB97M-V def2-TZVPD RIJCOSX def2/J DEFGRID3
* xyz 0 1
C 0.883 1.883 0.437
C 0.206 0.825 -0.349
C -1.250 1.008 -0.576
C -2.099 0.003 -0.651
S -1.231 -1.506 -0.153
O -1.879 -2.305 0.852
O -0.789 -2.130 -1.391
C 0.158 -0.621 0.566
C 1.414 -1.351 0.313
H 0.179 2.056 1.282
H 1.020 2.837 -0.218
H 1.877 1.655 0.809
H 0.736 0.561 -1.340
H -1.606 2.048 -0.832
H -3.083 0.100 -0.963
H 0.034 -0.409 1.660
H 1.297 -2.489 0.488
H 2.378 -1.021 0.825
H 1.755 -1.144 -0.759
*
```

# 10
Computed, not measured: a cluster of 2 separate species, C6H10O2Si in total, with ωB97M-V/def2-TZVPD.

Output
Kohn-Sham gap in eV: 8.390
E_HOMO in hartree: -0.28826
Energy above the lowest of the compared OMol25 structures with the same formula, charge and spin in kJ/mol: 277.6

Geometry as ORCA input:
```
! wB97M-V def2-TZVPD RIJCOSX def2/J DEFGRID3
* xyz 0 1
C 2.515 1.380 0.163
Si 1.587 0.194 -0.844
C 1.878 -1.637 -0.465
H 3.369 1.331 0.837
H 1.986 2.259 0.273
H 0.474 0.578 -1.866
H 0.886 -2.215 -0.426
H 2.384 -2.290 -1.246
H 2.438 -1.820 0.512
O -0.859 2.068 0.083
C -1.584 0.854 0.096
C -1.355 -0.086 1.100
C -2.065 -1.174 0.669
O -2.800 -0.961 -0.453
C -2.538 0.387 -0.816
H -0.430 2.270 0.891
H -0.686 0.089 1.856
H -2.112 -2.078 1.234
H -3.090 0.850 -1.600
*
```

# 11
Computed, not measured: an isolated molecule of C6H10O3, with ωB97M-V/def2-TZVPD.

Output
Kohn-Sham gap in eV: 10.223
E_HOMO in hartree: -0.34143
Energy above the lowest of the compared OMol25 structures with the same formula, charge and spin in kJ/mol: 367.9

Geometry as ORCA input:
```
! wB97M-V def2-TZVPD RIJCOSX def2/J DEFGRID3
* xyz 0 1
C 0.320 -2.112 0.930
C 0.047 -0.719 0.447
C 0.219 -0.602 -1.059
C -0.346 0.756 -1.493
C -0.600 1.547 -0.181
C 0.604 1.468 0.816
O 1.040 0.069 1.024
O -1.724 0.836 0.400
O -1.205 -0.396 0.942
H 0.174 -2.195 1.964
H 1.218 -2.460 0.530
H -0.499 -2.751 0.653
H -0.402 -1.373 -1.633
H 1.263 -0.645 -1.168
H -1.326 0.719 -1.974
H 0.356 1.331 -2.116
H -0.811 2.564 -0.386
H 1.449 2.129 0.478
H 0.224 1.834 1.826
*
```

# 12
Computed, not measured: a structure of composition C6H10O6Tl, with ωB97M-V/def2-TZVPD.

Output
Kohn-Sham gap in eV: 8.526
E_HOMO in hartree: -0.48870

Geometry as ORCA input:
```
! wB97M-V def2-TZVPD RIJCOSX def2/J DEFGRID3
* xyz 1 1
O -1.912 2.191 -0.416
C -2.230 1.089 0.131
O -2.133 -0.042 -0.530
C -0.905 -0.394 -1.217
C -0.277 -1.605 -0.557
C 0.300 -1.374 0.840
C 1.176 -0.148 1.000
O 2.244 -0.205 0.044
C 3.031 0.851 -0.031
O 2.966 1.836 0.665
O 3.928 0.651 -0.988
H -0.252 0.485 -1.217
H -1.215 -0.630 -2.241
H 0.510 -1.952 -1.241
H -1.025 -2.409 -0.502
H 0.867 -2.267 1.141
H -0.517 -1.274 1.570
H 1.607 -0.114 2.009
H 0.618 0.784 0.839
H 4.529 1.407 -1.026
Tl -4.741 -0.694 1.179
O -3.434 1.277 0.564
H -3.137 2.537 -0.015
*
```

| no. | E_tot (Eh) |
| --- | --- |
| 1 | -384.9861 |
| 2 | -385.0597 |
| 3 | -385.0040 |
| 4 | -384.9815 |
| 5 | -384.9006 |
| 6 | -384.9583 |
| 7 | -385.0217 |
| 8 | -384.9287 |
| 9 | -783.2118 |
| 10 | -674.4446 |
| 11 | -460.2103 |
| 12 | -858.2565 |